Below is a cluster of 2 separate species, C4H5Br2O4 in total in a non-equilibrium geometry, with properties calculated with wB97M-V/def2-TZVPD.

Geometry as XYZ:
```
15
Properties=species:S:1:pos:R:3:nbo_charge:R:1
C -2.70 0.79 -3.28 1.031
C 0.38 1.10 0.97 -0.086
C -0.58 0.82 -0.19 -0.121
C -2.97 0.25 0.22 0.100
O -2.14 -0.01 -3.90 -0.543
O -3.11 1.79 -2.83 -0.543
O 1.06 0.03 1.57 -0.717
O -1.94 1.08 0.16 -0.582
Br -2.53 -1.02 1.98 -0.453
Br -3.04 -1.11 -1.38 -0.290
H -0.07 1.78 1.75 0.172
H 1.14 1.69 0.62 0.163
H -0.48 -0.26 -0.54 0.215
H -0.38 1.43 -0.99 0.180
H 0.48 -0.51 1.98 0.474
```

Results
LUMO energy: 3.23 eV
Frontier orbital gap: 6.76 eV
Total energy: -5604.4148 Eh
Energy relative to the best compared isomer or geometry (same formula, charge and spin): 20.2 kcal/mol
Net charge: -1
E_HOMO: -3.526 eV

Below is a cluster of 2 separate species, C4H5BrCl4 in total in a non-equilibrium geometry, with properties calculated with wB97M-V/def2-TZVPD.

Geometry as XYZ:
```
14
Properties=species:S:1:pos:R:3:nbo_charge:R:1
C 2.23 -0.06 0.26 -0.592
C 0.73 0.50 0.07 -0.528
C -0.23 -0.57 -0.27 0.007
C -2.41 0.19 0.04 -0.291
Cl -0.35 -1.95 0.80 0.032
Cl -0.29 -0.99 -1.93 0.067
Cl -2.88 -0.09 1.64 0.078
Cl -3.52 -0.64 -1.03 0.034
Br -2.21 2.07 -0.50 0.051
H 2.42 -0.91 -0.56 0.204
H 2.47 -0.56 1.14 0.221
H 2.84 0.80 -0.01 0.224
H 0.56 1.15 -0.72 0.242
H 0.63 1.05 1.08 0.253
```

Results
LUMO energy (alpha / beta): -0.46 / -0.46 eV
Frontier orbital gap (alpha / beta): 8.32 / 8.33 eV
Total energy: -4570.0906 Eh
Energy relative to the best compared isomer or geometry (same formula, charge and spin): 36.5 kcal/mol
E_HOMO (alpha / beta): -8.786 / -8.787 eV

Below is the molecule C4H5BrN4O in a non-equilibrium geometry, with properties calculated with wB97M-V/def2-TZVPD.

Geometry as XYZ:
```
15
Properties=species:S:1:pos:R:3:nbo_charge:R:1
C 1.02 -1.10 -1.32 -0.251
C 1.66 -1.53 -0.18 0.235
C -0.05 1.08 -0.84 0.393
C -1.23 1.67 -0.18 -0.331
N 0.29 0.01 -1.27 -0.254
N 1.56 -0.98 0.96 -0.313
N 0.67 -0.51 1.69 0.197
N -1.95 0.71 0.63 -0.811
O 0.86 0.44 2.44 -0.399
Br 2.47 -3.32 -0.50 0.027
H 0.95 -1.49 -2.33 0.241
H -0.91 2.61 0.51 0.258
H -1.75 2.04 -1.10 0.247
H -1.30 0.48 1.38 0.390
H -2.30 -0.11 0.13 0.372
```

Results
LUMO energy (alpha / beta): -0.74 / -0.74 eV
Frontier orbital gap (alpha / beta): 7.61 / 7.61 eV
Total energy: -3023.4861 Eh
Energy relative to the best compared isomer or geometry (same formula, charge and spin): 94.2 kcal/mol
E_HOMO (alpha / beta): -8.345 / -8.345 eV

Below is the molecule C4H5BrO in a non-equilibrium geometry, with properties calculated with wB97M-V/def2-TZVPD.

Geometry as XYZ:
```
11
Properties=species:S:1:pos:R:3:nbo_charge:R:1
C -0.81 1.30 2.05 -0.212
C -0.05 1.01 1.18 -0.029
C 0.59 0.74 -0.07 -0.480
C 0.03 -0.87 -0.65 0.071
O 0.66 -0.98 -1.83 -0.696
Br -1.91 -0.96 -0.55 -0.048
H -1.54 1.58 2.78 0.240
H 0.42 1.34 -0.92 0.241
H 1.69 0.51 -0.06 0.236
H 0.21 -1.75 0.15 0.187
H 0.69 -1.92 -2.07 0.488
```

Results
LUMO energy: 0.58 eV
Frontier orbital gap: 10.23 eV
Total energy: -2804.5555 Eh
Energy relative to the best compared isomer or geometry (same formula, charge and spin): 49.7 kcal/mol
E_HOMO: -9.649 eV
SMILES: C#CC[C@H](O)Br

Below is the molecule C4H5BrO in a non-equilibrium geometry, with properties calculated with wB97M-V/def2-TZVPD.

Geometry as XYZ:
```
11
Properties=species:S:1:pos:R:3:nbo_charge:R:1
C -0.16 0.22 0.82 -0.486
C -0.41 0.62 -0.57 0.019
C 0.88 0.50 -1.23 0.120
C 1.25 -0.38 0.80 -0.397
O 0.37 1.71 -0.92 -0.446
Br 2.64 0.41 1.62 0.132
H -0.05 1.20 1.46 0.234
H -1.12 -0.41 1.22 0.221
H -1.32 0.57 -1.06 0.193
H 1.37 0.35 -2.10 0.188
H 1.19 -1.43 0.46 0.222
```

Results
LUMO energy: 0.71 eV
Frontier orbital gap: 8.53 eV
Total energy: -2804.4774 Eh
Energy relative to the best compared isomer or geometry (same formula, charge and spin): 98.8 kcal/mol
E_HOMO: -7.815 eV

Below is the molecule C4H5BrO in a non-equilibrium geometry, with properties calculated with wB97M-V/def2-TZVPD.

Geometry as XYZ:
```
11
Properties=species:S:1:pos:R:3:nbo_charge:R:1
C 0.58 -1.07 -0.10 -0.334
C 1.72 -0.43 -0.03 -0.098
C -0.81 -0.37 -0.17 -0.406
C -0.76 1.16 0.33 -0.114
O 0.38 1.56 -0.19 -0.267
Br 3.48 -0.14 0.05 0.199
H 0.39 -2.18 -0.20 0.203
H -1.02 -0.34 -1.35 0.221
H -1.53 -1.09 0.25 0.227
H -1.61 1.78 0.00 0.161
H -0.83 1.12 1.41 0.207
```

Results
LUMO energy (alpha / beta): 0.90 / -1.67 eV
Multiplicity: 3
Frontier orbital gap (alpha / beta): 8.13 / 7.50 eV
Total energy: -2804.4428 Eh
Energy relative to the best compared isomer or geometry (same formula, charge and spin): 23.5 kcal/mol
E_HOMO (alpha / beta): -7.228 / -9.171 eV

Below is a cluster of 2 separate species, C4H5BrO2 in total in a non-equilibrium geometry, with properties calculated with wB97M-V/def2-TZVPD.

Geometry as XYZ:
```
12
Properties=species:S:1:pos:R:3:nbo_charge:R:1
C 1.45 -0.80 -2.46 0.457
C 1.03 0.01 0.19 -0.160
C -0.24 0.10 0.47 0.106
C -1.05 0.71 1.56 -0.661
O 1.69 -0.16 -3.43 -0.449
O -0.99 -0.55 -0.52 -0.682
Br 2.56 0.57 1.03 0.104
H 1.22 -1.78 -2.28 0.142
H -0.55 0.72 2.54 0.241
H -1.87 0.00 1.54 0.201
H -1.45 1.87 1.48 0.241
H -1.81 -0.69 -0.13 0.460
```

Results
LUMO energy (alpha / beta): -0.42 / 0.50 eV
Frontier orbital gap (alpha / beta): 7.53 / 9.12 eV
Total energy: -2879.7018 Eh
Energy relative to the best compared isomer or geometry (same formula, charge and spin): 116.8 kcal/mol
E_HOMO (alpha / beta): -7.953 / -8.622 eV

Below is a structure of composition C4H5CeLiO3 in a non-equilibrium geometry, with properties calculated with wB97M-V/def2-TZVPD.

Geometry as XYZ:
```
14
Properties=species:S:1:pos:R:3:mulliken_charge:R:1
O -0.27 -1.36 -1.49 -0.148
Li -0.38 0.59 -2.52 0.922
O 0.24 -1.09 -2.80 -0.684
C 0.72 -1.25 -0.56 -0.029
C 0.55 -0.59 0.71 -0.599
H 1.32 -0.87 1.46 0.330
H 1.31 -2.16 -0.70 0.390
H 1.87 -0.83 0.00 0.336
O -1.76 1.02 1.90 -0.526
C -1.38 1.60 0.80 0.082
C -0.28 1.14 0.10 -0.795
Ce -0.61 -0.33 2.95 1.594
H 0.58 1.63 -0.34 0.716
H -1.93 2.50 0.49 0.411
```

Results
LUMO energy (alpha / beta): -8.97 / -9.23 eV
Multiplicity: 3
Frontier orbital gap (alpha / beta): 6.12 / 6.24 eV
Total energy: -862.8002 Eh
Energy relative to the best compared isomer or geometry (same formula, charge and spin): 157.9 kcal/mol
Net charge: +2
E_HOMO (alpha / beta): -15.091 / -15.469 eV

Below is the molecule C4H5Cl in a non-equilibrium geometry, with properties calculated with wB97M-V/def2-TZVPD.

Geometry as XYZ:
```
10
Properties=species:S:1:pos:R:3:nbo_charge:R:1
C -1.50 -0.66 -0.09 -0.398
C -0.85 0.56 -0.08 -0.216
C 0.66 0.80 0.06 -0.258
C 1.46 -0.26 0.07 -0.176
Cl 3.19 -0.10 -0.08 -0.015
H -2.63 -0.77 -0.21 0.213
H -1.03 -1.60 0.30 0.191
H -1.50 1.46 -0.14 0.215
H 1.09 1.84 0.11 0.233
H 1.12 -1.27 0.07 0.210
```

Results
LUMO energy: 0.39 eV
Frontier orbital gap: 9.25 eV
Total energy: -615.5403 Eh
Energy relative to the best compared isomer or geometry (same formula, charge and spin): 9.6 kcal/mol
E_HOMO: -8.859 eV
SMILES: C=C/C=C/Cl

Below is a structure of composition C4H5Cl2NS in a non-equilibrium geometry, with properties calculated with wB97M-V/def2-TZVPD.

Geometry as XYZ:
```
13
Properties=species:S:1:pos:R:3:nbo_charge:R:1
C 0.82 -0.51 -1.44 -0.626
C -0.07 -0.40 -0.13 -0.093
C -0.91 1.01 0.99 0.036
C 0.45 0.27 1.13 -0.094
H 0.19 -1.30 -2.10 0.213
H 1.80 -0.95 -1.21 0.231
H 0.87 0.58 -1.91 0.230
H -0.35 -1.51 -0.03 0.212
H -2.18 0.02 -0.75 0.437
N -1.19 0.52 -0.25 -0.590
S -1.80 1.94 1.97 0.004
Cl 0.35 -0.80 2.59 0.006
Cl 2.03 1.13 1.14 0.033
```

Results
LUMO energy: -0.44 eV
Frontier orbital gap: 8.46 eV
Total energy: -1528.6565 Eh
Energy relative to the best compared isomer or geometry (same formula, charge and spin): 44.1 kcal/mol
E_HOMO: -8.898 eV

Below is the ion C4H5Cl2O2S with charge -1 in a non-equilibrium geometry, with properties calculated with wB97M-V/def2-TZVPD.

Geometry as XYZ:
```
14
Properties=species:S:1:pos:R:3:nbo_charge:R:1
C 0.27 -1.00 -1.02 -0.443
C 0.06 0.01 0.03 -0.282
C 0.53 -1.36 0.39 -0.102
C -1.33 0.69 0.46 -0.638
O 1.07 1.97 -1.27 -1.060
O 0.91 2.21 1.22 -1.043
S 1.36 1.42 0.06 1.532
Cl -0.53 -2.47 1.14 -0.011
Cl 2.22 -1.77 0.69 -0.041
H -0.53 -1.54 -1.45 0.192
H 0.89 -0.80 -1.78 0.226
H -1.93 0.01 1.04 0.200
H -1.94 0.94 -0.48 0.202
H -1.05 1.68 0.96 0.269
```

Results
LUMO energy: 3.19 eV
Frontier orbital gap: 6.62 eV
Total energy: -1624.4621 Eh
Energy relative to the best compared isomer or geometry (same formula, charge and spin): 0.0 kcal/mol
Net charge: -1
E_HOMO: -3.433 eV

Below is the molecule C4H5Cl3O2S in a non-equilibrium geometry, with properties calculated with wB97M-V/def2-TZVPD.

Geometry as XYZ:
```
15
Properties=species:S:1:pos:R:3:nbo_charge:R:1
C -0.50 -1.16 0.56 -0.667
C -0.94 -0.54 -0.78 -0.291
C -0.83 0.97 -0.71 -0.148
C 1.09 1.23 0.02 -0.526
O 2.09 -1.25 0.64 -0.915
O 0.94 0.07 2.41 -0.935
S 1.08 -0.31 1.02 2.113
Cl -0.09 -1.15 -2.18 0.003
Cl -1.98 1.64 0.50 -0.009
Cl 2.31 1.13 -1.14 0.089
H -1.16 -1.22 1.42 0.273
H -0.07 -2.21 0.38 0.274
H -1.94 -0.74 -1.01 0.237
H -0.93 1.33 -1.72 0.226
H 0.94 2.20 0.59 0.276
```

Results
LUMO energy: 0.18 eV
Frontier orbital gap: 10.18 eV
Total energy: -2084.5672 Eh
Energy relative to the best compared isomer or geometry (same formula, charge and spin): 27.6 kcal/mol
E_HOMO: -10.006 eV

What did the twelfth record say?
Below is the molecule C4H5Cl3O2S in a non-equilibrium geometry, with properties calculated with wB97M-V/def2-TZVPD.

Geometry as XYZ:
```
15
Properties=species:S:1:pos:R:3:nbo_charge:R:1
C -0.50 -1.16 0.56 -0.667
C -0.94 -0.54 -0.78 -0.291
C -0.83 0.97 -0.71 -0.148
C 1.09 1.23 0.02 -0.526
O 2.09 -1.25 0.64 -0.915
O 0.94 0.07 2.41 -0.935
S 1.08 -0.31 1.02 2.113
Cl -0.09 -1.15 -2.18 0.003
Cl -1.98 1.64 0.50 -0.009
Cl 2.31 1.13 -1.14 0.089
H -1.16 -1.22 1.42 0.273
H -0.07 -2.21 0.38 0.274
H -1.94 -0.74 -1.01 0.237
H -0.93 1.33 -1.72 0.226
H 0.94 2.20 0.59 0.276
```

Results
LUMO energy: 0.18 eV
Frontier orbital gap: 10.18 eV
Total energy: -2084.5672 Eh
Energy relative to the best compared isomer or geometry (same formula, charge and spin): 27.6 kcal/mol
E_HOMO: -10.006 eV

Q: Which formula does entry 1 have?
A: C4H5Br2O4